# 1
Below is a molecular structure, C2H4CsF3NO5S2 in a non-equilibrium geometry, with properties calculated with ωB97M-V/def2-TZVPD.

```
18
Properties=species:S:1:pos:R:3:lowdin_charge:R:1
N -0.736 -1.763 -2.648 -0.41
S -0.822 -2.668 -1.054 0.76
O -0.523 -3.988 -1.805 -0.57
O 0.328 -2.047 -0.312 -0.56
S -0.708 -0.196 -2.772 0.61
O -0.716 0.449 -1.446 -0.35
O -1.627 0.263 -3.809 -0.32
C 0.982 0.228 -3.447 -0.71
F 1.924 -0.295 -2.680 0.14
F 1.106 -0.249 -4.676 0.13
F 1.119 1.545 -3.477 0.14
Cs 0.258 0.672 2.394 0.89
O 0.110 1.674 5.355 -0.73
H 0.419 1.397 6.216 -0.21
C -0.700 -3.167 -3.726 -0.04
H 0.356 -3.454 -3.638 0.09
H -0.573 -3.140 -4.816 0.04
H -1.793 -3.118 -3.853 0.09
```

Properties
Multiplicity ... 1
Net charge ... -1
HOMO energy ... -4.23 eV
DFT total energy ... -1625.558966 hartree


# 2
Below is 2 unconnected molecules or ions with the total composition C2HCl2N in a non-equilibrium geometry, with properties calculated with ωB97M-V/def2-TZVPD.

```
6
Properties=species:S:1:pos:R:3:lowdin_charge:R:1
C 2.362 0.077 0.145 -0.49
C -0.868 0.986 0.001 -0.01
N -1.883 0.393 -0.062 -0.61
Cl 2.073 -1.529 0.070 0.55
Cl -3.210 -0.499 0.204 0.70
H 1.526 0.572 -0.357 -0.15
```

Properties
Multiplicity ... 1
HOMO energy ... -8.74 eV
DFT total energy ... -1051.713169 hartree